# 1
Density functional theory data (wB97M-V/def2-TZVPD) for a gas-phase ion, C11H23BIN2O2S (charge +1) in a non-equilibrium geometry.

## Properties
total charge: +1
HOMO level: -12.1871 eV
orbital gap: 7.973 eV
energy: -38463.3034 eV
energy relative to the best compared isomer or geometry (same formula, charge and spin): 0.150 eV

Geometry (Å):
C (3.2342, 0.5646, -0.1538)
N (2.2912, -0.5381, 0.1139)
C (2.8221, -1.8480, -0.3079)
B (0.9722, -0.3056, -0.4105)
O (0.6695, -0.0482, -1.7233)
N (-0.2369, -0.4507, 0.4766)
C (-0.2739, -0.1520, 1.7660)
C (0.7952, 0.5089, 2.5675)
C (0.4536, 2.0052, 2.7774)
C (0.7512, 2.8351, 1.5352)
I (-0.3897, 4.6358, 1.4950)
S (-1.7592, -0.5127, 2.5357)
C (-2.1449, -1.6323, 1.1597)
C (-1.6000, -0.8739, -0.0367)
C (-1.6676, -1.7243, -1.3080)
C (-2.0144, -1.0248, -2.6349)
C (-2.9610, 0.1576, -2.4935)
O (-2.2641, 1.3787, -2.2371)
H (3.6605, 0.9448, 0.7786)
H (2.7580, 1.4143, -0.6551)
H (4.0515, 0.2369, -0.7981)
H (3.7938, -2.0025, 0.1607)
H (2.1661, -2.6497, 0.0379)
H (2.9502, -1.9150, -1.3938)
H (0.9938, 0.7779, -2.1047)
H (1.7643, 0.3589, 2.1060)
H (0.8066, 0.0268, 3.5467)
H (1.0117, 2.3718, 3.6378)
H (-0.6052, 2.0981, 3.0282)
H (1.7894, 3.1533, 1.4874)
H (0.4928, 2.3061, 0.6168)
H (-3.2032, -1.8631, 1.0918)
H (-1.5405, -2.5240, 1.3413)
H (-2.1739, 0.0585, -0.1000)
H (-0.7329, -2.2804, -1.4283)
H (-2.4322, -2.4820, -1.1208)
H (-1.1188, -0.6951, -3.1593)
H (-2.4817, -1.7704, -3.2812)
H (-3.6756, -0.0205, -1.6775)
H (-3.5356, 0.3180, -3.4043)
H (-1.4166, 1.1619, -1.8314)

# 2
Density functional theory data (wB97M-V/def2-TZVPD) for a molecular structure, C11H23Br10Na3O in a non-equilibrium geometry.

## Properties
total charge: +2
HOMO level: -13.6776 eV
orbital gap: 4.869 eV
energy: -727487.7943 eV
energy relative to the best compared isomer or geometry (same formula, charge and spin): 1.193 eV

Geometry (Å):
Na (30.5104, -16.0701, -27.0873)
Na (32.0353, -15.7454, -23.9174)
Na (33.9219, -17.2535, -26.1165)
C (30.7702, -18.4051, -24.5112)
O (31.6149, -17.8542, -25.5093)
H (29.8603, -17.7769, -24.3947)
H (30.3222, -19.3660, -24.7700)
H (31.2162, -18.3687, -23.5074)
Br (29.6403, -24.1102, -19.6244)
C (29.9979, -22.8636, -21.0533)
C (29.3124, -23.2269, -22.3285)
Br (29.7349, -21.9822, -23.7768)
H (31.0811, -22.7616, -21.1793)
H (29.7679, -21.8515, -20.7132)
H (28.2297, -23.2813, -22.2246)
H (29.6012, -24.2449, -22.6002)
Br (28.2759, -18.8431, -27.5994)
C (29.6345, -20.1361, -28.1174)
C (29.4000, -21.4761, -27.4167)
Br (30.5169, -22.8752, -28.1886)
H (30.5840, -19.7257, -27.7878)
H (29.5920, -20.1970, -29.2004)
H (28.3516, -21.7459, -27.4081)
H (29.7841, -21.3308, -26.4097)
Br (23.8734, -20.0566, -23.2967)
C (25.6297, -20.5480, -23.9566)
C (26.5967, -19.3947, -23.9105)
Br (27.2246, -19.0768, -22.0917)
H (25.5745, -20.9445, -24.9723)
H (26.0028, -21.3922, -23.3784)
H (26.1221, -18.4832, -24.2697)
H (27.5032, -19.5442, -24.4929)
Br (35.5585, -19.1564, -23.8559)
C (33.9392, -20.2201, -24.0569)
C (33.1713, -20.2262, -22.7432)
Br (34.1201, -21.1415, -21.3101)
H (34.2126, -21.2232, -24.3855)
H (33.3551, -19.8214, -24.8863)
H (32.1793, -20.6534, -22.8430)
H (33.1525, -19.1781, -22.4419)
Br (28.8494, -17.0004, -18.0011)
C (29.9234, -17.1817, -19.6557)
C (30.0361, -18.6391, -20.0565)
Br (31.1609, -19.5802, -18.7374)
H (30.8874, -16.7403, -19.4275)
H (29.3069, -16.6192, -20.3530)
H (30.4600, -18.6897, -21.0614)
H (29.0388, -19.0615, -20.0622)

# 3
Density functional theory data (wB97M-V/def2-TZVPD) for a molecular structure, C11H23CaFNO2P2 in a non-equilibrium geometry.

## Properties
total charge: +1
HOMO level: -12.0296 eV
orbital gap: 9.189 eV
energy: -57096.2813 eV
energy relative to the best compared isomer or geometry (same formula, charge and spin): 0.000 eV

Geometry (Å):
Ca (-0.1686, 0.1227, 2.0267)
P (-2.6860, 0.2476, 1.0074)
C (-2.2769, 0.5866, -0.7552)
C (-0.9082, 1.1308, -1.1578)
N (0.1712, 0.9041, -0.3820)
C (1.3986, 1.2101, -0.8382)
C (1.5917, 1.8439, -2.0721)
C (0.4781, 2.1394, -2.8639)
C (-0.7839, 1.7864, -2.3866)
C (2.6054, 0.8490, 0.0394)
P (2.7502, -0.8585, 0.6133)
H (-1.7106, 1.9902, -2.9184)
H (2.6127, 2.0853, -2.3668)
H (0.5791, 2.6452, -3.8265)
H (3.5108, 1.0444, -0.5558)
H (2.6303, 1.5384, 0.9047)
H (-2.3416, -0.4075, -1.1456)
H (-3.0996, 1.0523, -1.3184)
H (-0.9905, -2.1115, -0.7278)
O (-1.5756, -2.4036, -1.4367)
H (-1.0651, -2.0519, -2.1619)
H (1.4721, -1.6477, 0.7369)
O (-0.0238, -1.8897, 1.2098)
H (-0.3432, -2.8377, 1.2395)
C (3.4848, -1.8746, -0.6475)
H (4.4249, -1.4760, -1.0369)
H (3.6503, -2.8707, -0.2246)
H (2.7471, -1.9600, -1.4517)
C (3.7223, -0.8829, 2.1424)
H (3.4718, -1.7627, 2.7597)
H (4.8001, -0.9176, 1.9033)
H (3.5320, 0.0210, 2.7506)
C (-3.6023, 1.7336, 1.5391)
H (-4.3281, 2.0731, 0.7751)
H (-4.0956, 1.4683, 2.4941)
H (-2.8453, 2.5122, 1.7487)
C (-3.9610, -1.0304, 0.8469)
H (-4.0572, -1.4973, 1.8366)
H (-4.9210, -0.6123, 0.5200)
H (-3.6208, -1.8024, 0.1475)
F (-0.2285, 1.9102, 3.0325)

# 4
Density functional theory data (wB97M-V/def2-TZVPD) for a molecular structure, C11H23CoN2O5P2 in a non-equilibrium geometry.

## Properties
total charge: +1
2S+1: 4
⟨S²⟩: 3.808
HOMO level (spin up / spin down): -11.2870 / -11.6883 eV
orbital gap (spin up / spin down): 8.290 / 6.476 eV
energy: -81192.4005 eV
energy relative to the best compared isomer or geometry (same formula, charge and spin): 2.168 eV

Geometry (Å):
Co (0.4762, 0.1254, 0.4723)
P (-0.4605, 2.0513, 0.9173)
C (-1.3000, 2.1315, -0.6123)
C (-0.7588, 1.4285, -1.6925)
N (0.2203, 0.5043, -1.3769)
C (0.8219, -0.2313, -2.3247)
C (0.6898, 0.1250, -3.6639)
C (-0.3161, 1.0119, -4.0232)
C (-1.1250, 1.5742, -3.0573)
C (1.7802, -1.2906, -1.8439)
P (1.3313, -1.8639, -0.1431)
H (-1.8814, 2.3074, -3.3405)
H (1.3881, -0.3440, -4.3584)
H (-0.4375, 1.2169, -5.0885)
H (1.8104, -2.1589, -2.5147)
H (2.7819, -0.8330, -1.7925)
H (-3.6060, 0.2208, -0.0771)
H (-2.2439, 2.6740, -0.7158)
H (-2.2326, -2.0823, 1.2114)
O (-3.9314, -0.5876, 0.3123)
H (-4.6672, -0.8443, -0.2594)
H (0.0588, -1.0824, 2.3807)
O (-1.6673, -2.4225, 1.8989)
H (-2.0473, -2.0855, 2.7495)
C (0.2157, -3.2351, -0.4834)
H (0.6941, -3.9296, -1.1923)
H (-0.0454, -3.6734, 0.4858)
H (-0.7051, -2.8163, -0.9042)
C (2.8203, -2.5135, 0.6613)
H (2.5056, -2.8329, 1.6671)
H (3.2089, -3.3690, 0.0855)
H (3.5689, -1.7088, 0.7482)
C (0.7107, 3.4383, 0.9183)
H (0.1079, 4.3610, 0.9730)
H (1.4394, 3.3792, 1.7428)
H (1.2535, 3.3988, -0.0394)
C (-1.5359, 2.1562, 2.3781)
H (-0.9470, 1.9638, 3.2906)
H (-1.9711, 3.1655, 2.4187)
H (-2.3188, 1.3839, 2.3024)
O (1.7979, 0.3061, 4.2753)
N (1.9239, 0.1317, 3.0856)
O (2.4965, 0.8623, 2.2580)
O (0.0960, -0.0131, 2.2710)

# 5
Density functional theory data (wB97M-V/def2-TZVPD) for a molecular structure, C11H23INO2P2Sn in a non-equilibrium geometry.

## Properties
total charge: +1
HOMO level: -9.5759 eV
orbital gap: 6.428 eV
energy: -49870.5970 eV

Geometry (Å):
Sn (0.0023, 0.0414, 1.8189)
P (-2.3946, 0.5473, 1.1226)
C (-2.2506, 1.2754, -0.5481)
C (-0.8401, 1.5016, -1.0398)
N (0.2427, 1.2281, -0.2710)
C (1.4754, 1.5647, -0.7162)
C (1.6564, 2.2046, -1.9375)
C (0.5589, 2.4218, -2.7726)
C (-0.6983, 2.0205, -2.3187)
C (2.7012, 1.1767, 0.0879)
P (2.4220, -0.3443, 1.0668)
H (-1.5940, 2.1044, -2.9169)
H (2.6698, 2.4760, -2.2337)
H (0.6786, 2.8708, -3.7519)
H (3.5427, 0.9655, -0.5928)
H (2.9924, 1.9956, 0.7592)
H (-2.7750, 0.6224, -1.2434)
H (-2.7814, 2.2505, -0.5001)
H (-1.0104, -2.7577, -3.6442)
O (-1.6167, -3.4589, -3.8894)
H (-2.5066, -3.0794, -3.8036)
H (-0.1064, -4.9639, 1.4240)
O (0.4894, -4.8116, 0.6851)
H (-0.1183, -4.7244, -0.0721)
C (2.7710, -1.6968, -0.0644)
H (3.7894, -1.5580, -0.4603)
H (2.6907, -2.6490, 0.4805)
H (2.0523, -1.7093, -0.8945)
C (3.6945, -0.3638, 2.3297)
H (3.6065, -1.3066, 2.8853)
H (4.6778, -0.3096, 1.8416)
H (3.5629, 0.4747, 3.0246)
C (-3.2658, 1.8484, 2.0334)
H (-4.2859, 1.9250, 1.6247)
H (-3.2971, 1.5880, 3.1020)
H (-2.7377, 2.8045, 1.9106)
C (-3.4627, -0.8979, 1.0478)
H (-3.7450, -1.1687, 2.0751)
H (-4.3598, -0.6615, 0.4583)
H (-2.9363, -1.7487, 0.5958)
I (0.5060, 2.3022, 3.2971)

# 6
Density functional theory data (wB97M-V/def2-TZVPD) for a molecular structure, C11H23N2O5P2Y in a non-equilibrium geometry.

## Properties
total charge: +2
HOMO level (spin up / spin down): -12.3329 / -12.3348 eV
orbital gap (spin up / spin down): 4.669 / 4.672 eV
energy: -44599.7451 eV
energy relative to the best compared isomer or geometry (same formula, charge and spin): 0.381 eV

Geometry (Å):
Y (0.5100, 1.0080, 0.8757)
P (2.5452, -0.9680, 1.2072)
C (2.4102, -1.3227, -0.5396)
C (1.1517, -1.3751, -1.2153)
N (-0.0320, -0.7407, -0.7560)
C (-1.2254, -1.1577, -1.2604)
C (-1.2757, -2.1862, -2.1870)
C (-0.1230, -2.7484, -2.7494)
C (1.1015, -2.2537, -2.3289)
C (-2.6248, -0.6690, -0.8602)
P (-2.7307, 1.0221, -0.1775)
H (2.0523, -2.6201, -2.7321)
H (-2.2655, -2.5508, -2.4596)
H (-0.1742, -3.5604, -3.4947)
H (-3.2489, -0.6760, -1.7851)
H (-2.9829, -1.3578, -0.0643)
H (2.6488, 1.2062, -1.1159)
H (3.2996, -1.1580, -1.1573)
H (0.0168, 4.5559, -1.0500)
O (2.5113, 1.6577, -0.2782)
H (2.4235, 2.5754, -0.6119)
H (-1.5642, 0.7909, 0.8289)
O (-0.3121, 4.2122, -0.2049)
H (0.4402, 4.3574, 0.3922)
C (-2.9713, 2.1666, -1.5520)
H (-3.8876, 1.9721, -2.1565)
H (-3.0168, 3.2060, -1.1967)
H (-2.1126, 2.1191, -2.2342)
C (-4.0300, 1.2344, 1.0670)
H (-3.7270, 2.0561, 1.7378)
H (-5.0155, 1.4562, 0.6286)
H (-4.0821, 0.3473, 1.7129)
C (2.3503, -2.7583, 1.5172)
H (3.3676, -3.1848, 1.5533)
H (1.7269, -2.8619, 2.4120)
H (1.8214, -3.1420, 0.6208)
C (4.3228, -0.5865, 1.4052)
H (4.4440, -0.1694, 2.4152)
H (4.9296, -1.4974, 1.3078)
H (4.6871, 0.1749, 0.6998)
O (-0.3065, -0.1551, 2.6338)
N (-0.3679, 0.8733, 3.5207)
O (-0.5686, 0.6783, 4.6792)
O (-0.1153, 2.0298, 2.9521)

# 7
Density functional theory data (wB97M-V/def2-TZVPD) for a single C11H23N5O3 molecule in a non-equilibrium geometry.

## Properties
SMILES: [H]/N=C(\N)NCCC[C@H](NC(=O)[C@@H](N)C(C)C)C(=O)O
HOMO level: -8.8744 eV
orbital gap: 9.165 eV
energy: -25369.3575 eV
energy relative to the best compared isomer or geometry (same formula, charge and spin): 5.163 eV

Geometry (Å):
C (2.4969, 0.6748, 0.9160)
C (1.5391, 0.1291, -0.0345)
C (3.4942, 1.7635, 0.5025)
C (2.8243, 3.2420, 0.1200)
C (4.2470, 1.4392, -0.8585)
C (0.1660, -1.7336, -0.5487)
C (1.3424, -2.1871, -1.4817)
C (-0.9533, -1.0351, -1.3426)
C (-2.1179, -0.7295, -0.2497)
C (-3.4299, -1.2138, -0.7949)
C (-5.1744, -0.2843, 0.8271)
H (2.9220, -1.0874, 2.1145)
H (3.9656, -0.7952, 0.7773)
H (1.7552, 1.3049, 1.5194)
H (4.1858, 1.7828, 1.4458)
H (3.6337, 4.0676, 0.0523)
H (2.3585, 3.2756, -0.8783)
H (2.0108, 3.3262, 0.8440)
H (5.0159, 2.2278, -0.8851)
H (4.9650, 0.5558, -0.7397)
H (3.5871, 1.6219, -1.6670)
H (0.6229, -1.3141, 1.3810)
H (-0.1047, -2.6401, -0.0809)
H (-0.5997, 0.0532, -1.4740)
H (-1.1469, -1.6712, -2.2098)
H (-2.0321, -1.3305, 0.7231)
H (-2.2728, 0.2673, -0.0179)
H (-3.5752, -1.2684, -1.8675)
H (-3.8285, -2.0728, -0.1631)
H (-5.1201, 0.0554, -1.1573)
H (-5.0041, -0.5728, 2.7968)
H (-6.6508, 0.8174, 1.5506)
H (-5.1322, 1.5524, 1.4560)
H (2.3708, -2.0764, -0.1283)
N (3.2812, -0.3914, 1.5065)
N (0.7561, -0.9213, 0.4878)
N (-4.5868, -0.3303, -0.4588)
N (-4.9416, -1.0417, 1.8297)
N (-5.8883, 0.8989, 0.9151)
O (1.4314, 0.5354, -1.1537)
O (1.0471, -2.5300, -2.6367)
O (2.5401, -2.3644, -0.9366)

# 8
Density functional theory data (wB97M-V/def2-TZVPD) for a molecular structure, C11H24AlClIN2O2PS in a non-equilibrium geometry.

## Properties
total charge: +2
HOMO level (spin up / spin down): -14.5878 / -14.5883 eV
orbital gap (spin up / spin down): 5.195 / 5.195 eV
energy: -66200.8263 eV
energy relative to the best compared isomer or geometry (same formula, charge and spin): 0.784 eV

Geometry (Å):
C (3.1064, 1.6132, 0.3263)
C (2.1559, 2.7533, 0.2617)
H (4.0846, 2.1205, 0.2452)
H (2.9488, 0.8770, -0.4851)
H (2.9910, 1.0385, 1.2532)
O (2.4669, 3.9334, 0.0985)
I (0.0572, 2.3728, 0.3531)
Al (0.0442, -1.1659, -2.2079)
P (1.0624, 1.1004, -2.8512)
C (1.1727, 2.9445, -3.1406)
C (2.8588, 0.8336, -3.2247)
H (0.0576, -0.2969, -4.6148)
H (1.0113, 1.0467, -5.3001)
H (-0.6025, 1.3472, -4.5843)
C (0.3183, 0.7616, -4.5032)
H (3.1210, -0.2178, -3.0710)
H (3.1253, 1.1100, -4.2569)
H (1.8261, 3.1742, -4.0029)
H (1.5512, 3.5315, -2.2977)
H (3.5024, 1.4324, -2.5649)
H (0.1928, 3.3634, -3.3944)
C (0.3191, 4.7646, 1.6783)
O (0.3313, 5.8383, 2.0553)
Cl (-1.9863, -1.6029, -2.6698)
C (-0.6245, -3.6101, 4.4753)
C (-0.9374, -2.4354, 3.5774)
N (-0.2784, -2.5492, 2.2563)
C (-0.5839, -1.7854, 1.2048)
S (0.5860, -1.7219, -0.1043)
N (-1.7639, -1.1019, 1.1945)
C (-3.0286, -1.8933, 1.1067)
C (-4.1717, -1.0917, 1.7022)
H (-0.9534, -4.5381, 3.9946)
H (-1.1866, -3.4491, 5.3959)
H (0.4338, -3.6668, 4.7509)
H (-1.9956, -2.3661, 3.3165)
H (-0.6168, -1.4934, 4.0519)
H (0.6401, -3.0023, 2.2232)
H (-1.7723, -0.3228, 0.5358)
H (-3.1980, -2.0800, 0.0353)
H (-2.8567, -2.8506, 1.6255)
H (-4.4910, -0.2858, 1.0263)
H (-5.0315, -1.7540, 1.8509)
H (-3.8861, -0.6756, 2.6782)